1.
A 4-piece molecular cluster, C3H13NO3 overall. Source: OMol25; level of theory: the ωB97M-V functional and the def2-TZVPD basis.

```
20
C3H13NO3, DFT the ωB97M-V functional and the def2-TZVPD basis
C 0.14 2.22 0.93
N 1.01 0.34 -0.28
C 0.24 0.62 -1.43
C -0.51 -0.71 -1.62
O 0.56 -1.72 -1.53
H -0.79 2.85 0.79
H 0.23 2.02 2.04
H 0.98 2.47 0.33
H 0.94 -0.67 -0.17
H 0.80 0.93 -2.31
H -0.69 1.55 -1.24
H -1.03 -0.90 -2.60
H -1.08 -0.79 -0.69
H 0.17 -2.68 -1.46
H 0.22 -1.24 1.71
H 0.54 -2.65 1.36
O 0.89 -1.95 1.81
H -1.77 -0.51 2.17
H 0.26 1.02 0.66
O -1.12 -0.19 1.54
```

net charge: 0
LUMO: -0.1116 Eh
gap between HOMO and LUMO: 5.85 eV
spin multiplicity: 1
calculated total energy: -402.2576 Ha

2.
One molecule with the formula C3H5NO2. Source: OMol25; level of theory: the ωB97M-V functional and the def2-TZVPD basis.

```
11
C3H5NO2, DFT the ωB97M-V functional and the def2-TZVPD basis
C -1.89 -0.10 -0.53
C -0.73 0.33 0.83
O -0.80 -0.93 0.58
O 0.51 0.89 0.67
C 1.62 0.13 0.35
N 2.70 0.73 0.16
H -2.85 0.00 -0.03
H -1.61 0.79 -1.10
H -1.82 -0.98 -1.18
H 1.43 -0.94 0.31
H 3.44 0.06 -0.05
```

net charge: 0
LUMO: 0.0093 Eh
gap between HOMO and LUMO: 9.14 eV
spin multiplicity: 1
calculated total energy: -322.3755 Ha

3.
One molecule with the formula C5H12P2S. Source: OMol25; level of theory: the ωB97M-V functional and the def2-TZVPD basis.

```
20
C5H12P2S, DFT the ωB97M-V functional and the def2-TZVPD basis
C -0.78 -2.38 0.54
P -0.53 -0.70 0.36
C 0.53 -0.39 -1.06
C 1.73 0.40 -0.47
C 2.70 -0.29 0.43
P -2.45 0.37 -0.52
C -2.23 2.05 0.26
S -4.08 -0.22 0.34
H -0.32 -3.04 -0.04
H -1.26 -2.85 1.39
H 0.09 0.25 -1.82
H 0.93 -1.33 -1.63
H 2.29 0.88 -1.36
H 1.09 1.23 0.07
H 2.13 -0.53 1.28
H 3.01 -1.10 -0.13
H 3.62 0.42 0.73
H -2.45 2.01 1.40
H -1.14 2.37 0.42
H -2.86 2.84 -0.20
```

net charge: 0
SMILES string: C=P(CCC)=P(C)=S
LUMO (spin up / spin down): -0.0536 / -0.0628 Eh
gap between HOMO and LUMO (spin up / spin down): 6.49 / 6.14 eV
spin multiplicity: 1
calculated total energy: -1278.4867 Ha

4.
One molecule with the formula C5H10N2O. Source: OMol25; level of theory: the ωB97M-V functional and the def2-TZVPD basis.

```
18
C5H10N2O, DFT the ωB97M-V functional and the def2-TZVPD basis
C -0.92 2.06 0.24
C -0.66 0.62 0.59
C -1.23 -0.47 -0.13
O -2.48 -0.39 -0.68
C -0.29 -1.45 -0.27
C 0.95 -0.76 0.03
N 1.85 -1.38 0.87
N 1.65 0.13 -0.85
H -1.38 2.16 -0.74
H 0.03 2.62 0.23
H -1.57 2.56 0.97
H -0.35 0.42 1.61
H -2.57 -1.07 -1.35
H -0.41 -2.53 -0.36
H 1.47 -1.94 1.62
H 2.68 -0.85 1.11
H 2.22 -0.42 -1.50
H 1.00 0.69 -1.39
```

net charge: 0
SMILES string: C/C=C(\O)C=C(N)N
LUMO: 0.0317 Eh
gap between HOMO and LUMO: 8.14 eV
spin multiplicity: 1
calculated total energy: -381.1828 Ha

5.
A 2-piece molecular cluster, C5H10O3 overall. Source: OMol25; level of theory: the ωB97M-V functional and the def2-TZVPD basis.

```
18
C5H10O3, DFT the ωB97M-V functional and the def2-TZVPD basis
C 1.70 -0.53 -0.17
C -0.57 0.39 0.62
C 0.16 1.02 -0.61
C -1.35 -0.89 0.44
C -1.28 1.66 0.07
O 1.99 -0.99 1.04
O 1.36 -1.48 -1.05
O -2.41 1.62 -0.47
H 1.39 -1.72 1.26
H 1.52 -1.16 -1.96
H 2.41 0.24 -0.47
H -0.05 0.52 1.56
H -0.96 2.55 0.64
H -0.10 0.63 -1.60
H 0.94 1.76 -0.50
H -2.12 -0.74 -0.32
H -1.88 -1.13 1.37
H -0.74 -1.75 0.15
```

net charge: 0
LUMO (spin up / spin down): -0.0109 / 0.0043 Eh
gap between HOMO and LUMO (spin up / spin down): 6.61 / 7.39 eV
spin multiplicity: 1
calculated total energy: -422.0534 Ha

6.
A 6-piece molecular cluster, C42H80BN2O18 overall. Source: OMol25; level of theory: the ωB97M-V functional and the def2-TZVPD basis.

```
143
C42H80BN2O18, DFT the ωB97M-V functional and the def2-TZVPD basis
C 2.89 -3.38 -2.40
C 1.95 -2.61 -3.44
C 2.50 -1.18 -3.83
C 1.42 -0.06 -3.48
C 0.25 -0.03 -4.54
C -1.06 0.65 -3.95
C -1.01 2.22 -4.06
C -2.17 2.97 -3.27
C -3.45 2.05 -3.02
C -4.69 2.87 -2.44
C -6.07 2.36 -3.03
C -6.91 1.68 -1.86
C -6.28 0.23 -1.65
C -6.10 -0.07 -0.10
C -4.73 -0.69 0.29
N -3.91 0.11 1.07
C -2.66 -0.29 1.51
C -1.71 0.64 2.36
C -0.54 1.13 1.39
C 0.62 1.66 2.34
C 1.33 2.99 1.87
N 2.41 2.84 0.87
C 1.92 2.69 -0.52
C 3.41 1.87 1.24
C 3.33 0.34 0.81
O 4.36 2.17 1.93
C -2.15 -1.63 1.19
C -3.00 -2.51 0.36
C -4.30 -2.04 -0.12
C -5.29 -2.83 -1.04
B -4.76 -4.27 -1.52
O -3.44 -4.58 -1.92
O -5.73 -5.32 -1.60
H 3.70 -3.89 -2.98
H 2.28 -4.11 -1.80
H 3.33 -2.66 -1.65
H 1.90 -3.24 -4.38
H 0.94 -2.47 -2.97
H 2.82 -1.12 -4.91
H 3.41 -0.92 -3.21
H 0.97 -0.37 -2.49
H 1.92 0.94 -3.45
H 0.01 -1.08 -4.88
H 0.55 0.51 -5.48
H -1.92 0.21 -4.52
H -1.12 0.37 -2.86
H -0.02 2.58 -3.66
H -1.07 2.57 -5.13
H -2.51 3.89 -3.82
H -1.73 3.34 -2.30
H -3.13 1.26 -2.28
H -3.73 1.53 -3.97
H -4.66 2.70 -1.32
H -4.49 3.95 -2.68
H -5.87 1.54 -3.78
H -6.66 3.18 -3.53
H -6.88 2.29 -0.92
H -7.99 1.57 -2.16
H -5.27 0.22 -2.12
H -6.93 -0.58 -2.08
H -6.28 0.85 0.53
H -6.92 -0.79 0.19
H -4.21 1.05 1.33
H -1.30 0.04 3.21
H -2.32 1.51 2.75
H -0.16 0.21 0.88
H -0.95 1.91 0.70
H 0.11 1.91 3.32
H 1.31 0.81 2.57
H 1.69 3.57 2.76
H 0.53 3.62 1.39
H 0.85 2.40 -0.62
H 2.60 2.03 -1.12
H 2.02 3.71 -1.00
H 2.50 0.17 0.07
H 4.28 0.10 0.27
H 3.12 -0.33 1.68
H -1.15 -1.94 1.58
H -2.64 -3.53 0.11
H -6.29 -2.94 -0.56
H -5.42 -2.21 -1.97
H -3.35 -4.68 -2.89
H -5.90 -5.44 -2.55
C 4.76 -0.68 8.05
O 4.26 0.55 7.53
C 4.77 0.90 6.35
O 5.58 0.28 5.72
O 4.22 2.06 5.98
C 4.68 2.56 4.72
H 4.28 -0.86 9.01
H 4.52 -1.51 7.38
H 5.84 -0.62 8.21
H 4.45 1.86 3.93
H 5.76 2.75 4.76
H 4.17 3.50 4.52
C 2.47 6.36 0.94
O 2.04 7.71 0.75
C 1.36 8.22 1.79
O 1.11 7.64 2.82
O 1.02 9.47 1.49
C 0.29 10.15 2.52
H 3.00 6.06 0.04
H 3.15 6.29 1.78
H 1.61 5.70 1.07
H 0.89 10.22 3.43
H -0.65 9.63 2.72
H 0.07 11.15 2.16
C 5.80 -6.68 5.90
O 6.70 -5.78 5.26
C 6.68 -4.54 5.76
O 5.99 -4.15 6.66
O 7.56 -3.80 5.07
C 7.65 -2.44 5.49
H 5.91 -7.65 5.41
H 6.06 -6.79 6.95
H 4.77 -6.35 5.79
H 7.98 -2.38 6.53
H 6.69 -1.93 5.36
H 8.39 -1.94 4.87
C 7.16 -2.10 -1.78
O 6.56 -3.13 -0.99
C 7.36 -3.64 -0.05
O 8.50 -3.30 0.17
O 6.68 -4.57 0.62
C 7.42 -5.21 1.67
H 6.42 -1.77 -2.51
H 7.45 -1.25 -1.16
H 8.03 -2.49 -2.32
H 7.72 -4.48 2.42
H 8.29 -5.72 1.26
H 6.77 -5.95 2.13
C -10.09 -0.65 -7.02
O -10.70 -1.63 -6.17
C -9.88 -2.13 -5.24
O -8.72 -1.83 -5.08
O -10.57 -3.02 -4.52
C -9.82 -3.64 -3.48
H -10.85 -0.32 -7.72
H -9.75 0.21 -6.44
H -9.27 -1.09 -7.58
H -9.46 -2.90 -2.76
H -8.98 -4.20 -3.90
H -10.48 -4.34 -2.97
```

net charge: +1
LUMO: -0.1371 Eh
gap between HOMO and LUMO: 7.55 eV
spin multiplicity: 1
calculated total energy: -3136.8087 Ha